Below is a structure of composition CO4, with properties calculated with ωB97M-V with the def2-TZVPD basis set.

```
5
Properties=species:S:1:pos:R:3:mulliken_charge:R:1
C -0.07 0.23 -0.53 0.678
O 0.38 -0.62 1.32 0.040
O 1.03 -0.38 -0.29 -0.273
O -0.77 -0.12 0.86 -0.091
O -0.57 0.89 -1.36 -0.354
```

## Properties
- LUMO (spin up / spin down) (Ha) = -0.0995 / -0.1109
- total energy (eV) = -9220.0190
- relative energy (zero: lowest compared OMol25 entry of this formula, charge and spin) (kJ/mol) = 65.5
- F_max (eV/A) = 1.57



Below is the molecule CH5N3, with properties calculated with ωB97M-V with the def2-TZVPD basis set.

```
9
Properties=species:S:1:pos:R:3:mulliken_charge:R:1
N -0.83 -0.25 1.35 -0.591
C -0.15 -0.10 0.20 0.375
N -0.42 -0.23 -1.12 -0.421
N 1.18 0.45 0.38 -0.687
H -1.45 -1.20 0.93 0.216
H -1.36 -0.53 -1.42 0.229
H 0.50 -0.29 -1.74 0.289
H 1.19 1.60 0.00 0.270
H 1.33 0.56 1.43 0.319
```

## Properties
- SMILES = N=C(N)N
- LUMO (Ha) = 0.0265
- total energy (eV) = -5586.7012
- relative energy (zero: lowest compared OMol25 entry of this formula, charge and spin) (kJ/mol) = 219.5
- F_max (eV/A) = 7.01



Below is the ion C3H11N3 with charge +2, with properties calculated with ωB97M-V with the def2-TZVPD basis set.

```
17
Properties=species:S:1:pos:R:3:mulliken_charge:R:1
C 1.88 0.21 -0.29 -0.773
N 0.57 0.74 -0.53 -0.145
N -0.54 0.11 -0.34 0.386
C -1.63 0.40 -1.21 -0.811
C -0.70 -0.74 0.79 -0.284
N 0.32 -0.65 1.73 -0.378
H 1.93 -0.87 -0.46 0.369
H 2.58 0.73 -0.96 0.360
H 2.28 0.38 0.71 0.344
H 0.53 1.56 -1.14 0.381
H -1.85 1.48 -1.26 0.393
H -1.38 0.10 -2.24 0.396
H -2.54 -0.11 -0.91 0.392
H -0.85 -1.79 0.48 0.444
H -1.70 -0.46 1.21 0.417
H 0.34 -1.33 2.49 0.263
H 0.76 0.24 1.92 0.245
```

## Properties
- total charge = +2
- SMILES = C/[NH+]=[N+](/C)CN
- LUMO (spin up / spin down) (Ha) = -0.4750 / -0.4551
- total energy (eV) = -7737.8476
- relative energy (zero: lowest compared OMol25 entry of this formula, charge and spin) (kJ/mol) = 307.2
- F_max (eV/A) = 2.03



Below is the molecule C5H8, with properties calculated with ωB97M-V with the def2-TZVPD basis set.

```
13
Properties=species:S:1:pos:R:3:mulliken_charge:R:1
C -0.42 0.80 -0.89 -0.378
C 0.90 0.61 -0.88 -0.371
C 1.26 -0.40 0.17 -0.474
C -0.10 -0.74 0.85 -0.579
C -1.17 -0.27 -0.16 -0.436
H -0.71 1.81 -0.77 0.252
H 1.62 1.25 -1.38 0.379
H 1.80 -1.27 -0.19 0.279
H 1.92 0.14 0.87 0.239
H -0.19 -1.80 1.08 0.300
H -0.20 -0.18 1.79 0.264
H -1.44 -1.09 -0.84 0.208
H -2.11 0.12 0.26 0.319
```

## Properties
- SMILES = C1=CCCC1
- LUMO (Ha) = 0.0435
- total energy (eV) = -5313.1740
- relative energy (zero: lowest compared OMol25 entry of this formula, charge and spin) (kJ/mol) = 95.8
- F_max (eV/A) = 2.37



Below is a cluster of 10 separate species, C9H40N4O10 in total, with properties calculated with ωB97M-V with the def2-TZVPD basis set.

```
63
Properties=species:S:1:pos:R:3:mulliken_charge:R:1
C -2.48 5.23 5.44 -0.773
O -2.26 3.86 5.26 -0.311
C -1.88 3.44 3.95 -0.425
C -1.59 1.97 4.05 0.409
C -0.54 1.55 5.07 -1.505
N -1.19 1.39 2.69 -0.504
H -3.01 5.33 6.39 0.243
H -3.20 5.51 4.65 0.320
H -1.59 5.83 5.40 0.294
H -2.64 3.55 3.14 0.373
H -0.95 3.97 3.62 0.284
H -2.52 1.45 4.38 0.273
H -0.32 0.48 5.06 0.294
H -0.88 1.83 6.05 0.452
H 0.38 2.12 4.85 0.246
H -1.95 1.39 2.01 0.276
H -0.53 2.08 2.31 0.090
C -1.29 -2.32 -1.48 -0.281
O -1.28 -2.89 -2.76 -0.377
C -0.06 -3.31 -3.34 -0.412
C -0.28 -3.88 -4.70 0.593
C -1.33 -4.99 -4.86 -1.461
N 0.98 -4.34 -5.33 -0.703
H -0.95 -3.01 -0.68 0.294
H -2.33 -2.04 -1.27 0.210
H -0.74 -1.38 -1.53 -0.097
H 0.75 -2.56 -3.29 0.156
H 0.22 -4.20 -2.73 0.201
H -0.62 -3.07 -5.35 0.196
H -1.15 -5.87 -4.24 0.369
H -1.35 -5.24 -5.94 0.377
H -2.30 -4.66 -4.52 0.356
H 1.78 -3.83 -4.98 0.241
H 1.14 -5.30 -5.06 0.289
N 3.75 -2.47 -1.39 -0.473
C 2.76 -1.83 -0.64 0.490
N 2.46 -2.04 0.66 -0.200
O 2.09 -1.01 -1.22 -0.539
H 3.83 -2.18 -2.34 0.269
H 3.89 -3.45 -1.21 0.211
H 1.87 -1.43 1.24 0.066
H 3.00 -2.70 1.19 0.173
O -2.30 1.16 -0.64 -0.625
H -1.32 1.05 -0.61 0.296
H -2.43 2.11 -0.77 0.306
O 0.47 1.01 -0.47 -0.313
H 1.07 1.74 -0.58 0.234
H 1.02 0.22 -0.56 0.277
O 2.80 0.16 -4.12 -0.651
H 2.59 0.25 -3.19 0.311
H 1.99 0.45 -4.54 0.322
O -0.49 0.66 -3.77 -0.659
H -0.49 -0.22 -3.39 0.307
H -0.83 1.20 -3.05 0.325
O 0.96 -0.38 2.87 -0.730
H 0.87 -0.78 3.75 0.281
H 0.02 0.01 2.71 0.366
O 0.21 4.88 0.76 -0.617
H 1.05 4.48 1.01 0.296
H 0.12 4.78 -0.19 0.286
O 2.19 2.36 1.88 -0.578
H 1.76 1.50 2.10 0.328
H 3.07 2.36 2.29 0.254
```

## Properties
- SMILES = COC[C@H](C)N.COC[C@H](C)N.NC(N)=O.O.O.O.O.O.O.O
- LUMO (Ha) = 0.0062
- total energy (eV) = -36417.8446
- relative energy (zero: lowest compared OMol25 entry of this formula, charge and spin) (kJ/mol) = 0.0
- F_max (eV/A) = 2.86



Below is the molecule C5H8N2O, with properties calculated with ωB97M-V with the def2-TZVPD basis set.

```
16
Properties=species:S:1:pos:R:3:mulliken_charge:R:1
C -0.14 0.81 0.45 -0.599
C -0.53 -0.63 -0.06 -0.424
C 0.49 -1.64 -0.02 -0.574
N 1.83 -1.05 -0.58 -0.222
N 3.01 -1.01 0.32 -0.640
C 2.55 0.12 0.01 0.750
O 2.19 1.34 0.09 -0.336
C 0.86 1.56 -0.38 -0.414
H -1.16 1.31 0.43 0.339
H 0.37 0.79 1.48 0.297
H -1.27 -0.91 0.69 0.278
H -0.90 -0.53 -1.10 0.284
H 0.63 -1.94 0.99 0.382
H 0.36 -2.59 -0.76 0.250
H 0.66 1.42 -1.40 0.375
H 0.62 2.72 -0.19 0.255
```

## Properties
- SMILES = C1CCN2N=C2OC1
- LUMO (Ha) = 0.0296
- total energy (eV) = -10337.1841
- relative energy (zero: lowest compared OMol25 entry of this formula, charge and spin) (kJ/mol) = 534.7
- F_max (eV/A) = 6.14



Below is the molecule C4H5NS, with properties calculated with ωB97M-V with the def2-TZVPD basis set.

```
11
Properties=species:S:1:pos:R:3:mulliken_charge:R:1
C 0.80 1.46 -0.96 -0.195
C -1.03 0.40 0.13 -0.424
C 1.19 -0.97 0.37 -0.668
C -0.23 -0.86 0.54 0.005
N -0.38 1.34 -0.69 -0.237
S 0.37 -1.93 -0.83 -0.123
H 1.31 2.16 -1.59 0.296
H -1.95 0.09 -0.37 0.280
H -1.32 0.93 1.05 0.321
H 1.99 -1.27 1.02 0.305
H -0.77 -1.37 1.33 0.440
```

## Properties
- LUMO (spin up / spin down) (Ha) = 0.0189 / 0.0041
- total energy (eV) = -16549.5297
- relative energy (zero: lowest compared OMol25 entry of this formula, charge and spin) (kJ/mol) = 437.6
- F_max (eV/A) = 1.88



- Which value of relative energy (zero: lowest compared OMol25 entry of this formula, charge and spin) does entry 1 give?
  65.5 kJ/mol



- Look up the F_max of the second one.
  7.01 eV/A



- Which of these has the highest relative energy (zero: lowest compared OMol25 entry of this formula, charge and spin)?
  C5H8N2O



- total energy of number 5 (C9H40N4O10)?
  -36417.8446 eV